(1)
{"formula": "C5H7Br2NO3", "method": "ωB97M-V/def2-TZVPD", "e_homo_ev": [-7.881, -7.882], "homo_lumo_gap_ev": [7.04, 7.05], "de_lowest_ev": 0.183, "elements": ["C", "C", "C", "C", "C", "N", "O", "O", "O", "Br", "Br", "H", "H", "H", "H", "H", "H", "H"], "positions_angstrom": [[-2.3664, -0.4579, -1.8203], [-1.4572, 0.2066, -1.1993], [-0.1273, 0.3956, 2.1958], [-0.2634, 0.6703, 0.7522], [2.1331, -0.2628, 0.0841], [1.4798, -0.6516, -1.0574], [0.9200, -1.7483, -1.0642], [1.3872, 0.1997, -1.9627], [-1.0059, -0.0454, 0.0982], [2.6499, -1.6777, 1.2355], [3.1788, 1.2959, 0.1939], [-2.7038, -0.2626, -2.7827], [-2.8659, -1.4081, -1.3861], [-0.9452, 1.0681, -1.5935], [-0.0643, -0.6064, 2.6093], [-0.9110, 0.8074, 2.7436], [0.7890, 0.8352, 2.5444], [0.1726, 1.6419, 0.4091]], "forces_ev_per_angstrom": [[-1.907, -3.919, 1.992], [1.542, 2.246, -0.121], [1.638, -0.610, 0.036], [3.626, 1.601, 2.062], [-0.616, -0.070, 1.497], [0.322, 0.718, -0.112], [-0.216, -0.062, -0.412], [-0.298, -0.198, -0.305], [-2.981, -2.880, -1.569], [-0.044, 0.278, 0.011], [-0.070, -0.100, -0.331], [-0.152, 0.822, -1.511], [1.070, 1.764, -0.448], [0.058, 0.119, -0.300], [-0.159, -0.653, -1.017], [-1.643, 1.214, 0.771], [0.402, 0.593, 0.089], [-0.573, -0.864, -0.333]], "nbo_charge": [-0.388, 0.102, -0.721, 0.462, -0.305, 0.377, -0.457, -0.506, -0.394, 0.090, 0.104, 0.229, 0.223, 0.208, 0.266, 0.249, 0.250, 0.213]}



(2)
{"formula": "C5H11F2NO3P", "method": "ωB97M-V/def2-TZVPD", "smiles": "CCO[P@](=O)([O-])C(F)(F)[C@H](C)N", "e_homo_ev": -4.956, "homo_lumo_gap_ev": 8.67, "de_lowest_ev": 0.000, "charge": -1, "elements": ["C", "C", "O", "P", "O", "O", "C", "F", "F", "C", "C", "N", "H", "H", "H", "H", "H", "H", "H", "H", "H", "H", "H"], "positions_angstrom": [[-3.4150, -0.0329, 0.9724], [-2.0581, -0.5000, 0.4620], [-1.3192, 0.4893, -0.1394], [-0.6360, 0.4134, -1.6374], [-0.3610, 1.7802, -2.0532], [-1.3504, -0.5438, -2.5258], [0.9129, -0.5733, -1.0833], [0.5981, -1.8716, -1.0176], [1.8557, -0.4472, -2.0681], [1.7588, -0.0325, 0.4717], [2.1579, 1.4090, 0.2006], [2.8757, -0.8579, 0.8208], [-3.1260, 0.5416, 1.7593], [-4.1105, 0.3888, 0.2852], [-3.9780, -0.8531, 1.3853], [-1.9934, -1.3777, -0.1126], [-1.5936, -0.6276, 1.5055], [0.9219, -0.0713, 1.2707], [2.0656, 1.9974, 1.1405], [1.4342, 1.7470, -0.5543], [3.2327, 1.7338, -0.0225], [2.5863, -1.8175, 0.9686], [3.5412, -0.8940, -0.0285]], "forces_ev_per_angstrom": [[-0.369, -2.049, -1.933], [0.468, 0.288, 2.708], [0.239, 1.516, -0.634], [-0.506, -2.248, 0.343], [0.806, 1.512, -0.041], [-0.166, -0.030, 0.385], [0.846, 2.685, 2.149], [0.137, -1.018, 0.478], [0.592, -0.221, -0.106], [-2.264, -0.733, -1.932], [0.420, 1.274, 0.809], [1.447, -0.450, -1.662], [-0.070, 2.426, 2.112], [-0.102, 0.895, -0.755], [0.041, -0.762, 0.346], [-0.391, -1.368, -0.645], [0.177, -0.770, -1.415], [1.419, -0.061, -1.296], [-0.584, -0.253, -0.438], [0.559, 0.694, 0.248], [-1.252, -1.409, -0.480], [-0.098, -0.068, 0.007], [-1.349, 0.149, 1.752]], "nbo_charge": [-0.620, -0.031, -0.838, 2.305, -1.146, -1.162, 0.333, -0.362, -0.384, -0.067, -0.668, -0.843, 0.197, 0.204, 0.190, 0.193, 0.124, 0.196, 0.198, 0.268, 0.204, 0.355, 0.355]}



(3)
{"formula": "C5H4NO5Pr", "method": "ωB97M-V/def2-TZVPD", "e_homo_ev": [-15.875, -16.121], "homo_lumo_gap_ev": [6.27, 6.90], "de_lowest_ev": 0.000, "charge": 2, "spin_multiplicity": 3, "elements": ["O", "C", "Pr", "C", "O", "C", "O", "C", "O", "C", "O", "H", "N", "H", "H", "H"], "positions_angstrom": [[-0.2863, -0.5939, -3.6340], [0.2428, -0.5506, -2.6059], [0.9618, -0.5159, -0.2936], [2.5953, 1.2286, 0.9369], [3.0931, 1.8524, 1.7608], [-1.4728, 1.2935, -0.8831], [-1.3877, 0.2727, -0.0719], [-0.6766, -2.6572, -0.4108], [-1.5066, -3.4453, -0.2761], [-0.1578, 1.7974, -1.3479], [0.4310, 2.8480, -1.4226], [-2.4531, 1.6347, -1.2903], [0.2631, -0.8053, 2.1276], [0.2627, 0.1528, 2.5005], [0.8053, -1.3891, 2.7774], [-0.7141, -1.1228, 2.1331]], "forces_ev_per_angstrom": [[2.080, 0.163, 3.745], [-2.775, -0.202, -5.491], [-0.346, 0.476, 0.704], [2.214, 2.783, 3.485], [-1.718, -2.179, -3.095], [0.120, -1.470, 1.687], [0.587, 2.227, -1.961], [-3.636, -3.588, 0.633], [3.369, 3.162, -0.631], [1.058, 1.331, 0.264], [-1.339, -2.204, 0.221], [0.558, -0.472, 0.017], [0.056, 0.044, -0.029], [-0.183, -0.436, 0.223], [-0.384, 0.236, -0.093], [0.339, 0.131, 0.318]], "nbo_charge": [-0.300, 0.386, 1.563, 0.472, -0.285, 0.312, -0.645, 0.485, -0.302, 0.266, -0.350, 0.248, -1.141, 0.420, 0.436, 0.435]}



(4)
{"formula": "C22H16BrGdN4O2", "method": "ωB97M-V/def2-TZVPD", "e_homo_ev": [-14.993, -15.000], "homo_lumo_gap_ev": [7.34, 5.41], "charge": 2, "spin_multiplicity": 8, "elements": ["Gd", "O", "C", "O", "C", "C", "C", "N", "C", "C", "C", "C", "C", "C", "C", "N", "C", "C", "C", "C", "C", "N", "H", "H", "H", "H", "H", "H", "H", "H", "H", "H", "C", "C", "C", "C", "C", "Br", "N", "C", "H", "H", "H", "H", "H", "H"], "positions_angstrom": [[-4.3930, -14.2032, 8.9962], [-4.0130, -21.3776, 10.0423], [-3.0276, -20.6893, 9.7346], [-1.8075, -20.8921, 9.5579], [-3.4494, -19.2659, 9.5523], [-2.7102, -18.4275, 8.6579], [-2.9783, -17.0867, 8.5798], [-3.9065, -16.5109, 9.3607], [-4.5606, -17.2619, 10.2770], [-4.3642, -18.6672, 10.3597], [-5.5678, -16.6300, 11.0920], [-6.4361, -17.4103, 11.8723], [-7.5943, -16.8245, 12.4060], [-7.7535, -15.4650, 12.3633], [-6.8316, -14.6934, 11.6297], [-5.8019, -15.2694, 10.9782], [-2.3499, -16.2954, 7.4527], [-1.2999, -16.9005, 6.6590], [-0.7023, -16.0470, 5.6964], [-1.1780, -14.7463, 5.5594], [-2.3045, -14.3487, 6.2077], [-2.9357, -15.1461, 7.1529], [-2.0249, -18.8380, 7.9511], [-4.7994, -19.1553, 11.2191], [-6.2247, -18.5160, 11.9196], [-8.2939, -17.5292, 12.8635], [-8.5946, -14.9648, 12.9531], [-6.9444, -13.6489, 11.5245], [-0.8964, -17.8805, 6.9410], [-0.0134, -16.4622, 4.9668], [-0.6741, -14.0722, 4.8956], [-2.8089, -13.3360, 6.0673], [-1.3806, -9.5315, 11.2038], [-2.0204, -10.5078, 10.2023], [-1.7927, -10.3988, 8.7589], [-2.2093, -11.3821, 7.9360], [-3.0666, -12.3352, 8.4417], [-6.9249, -13.3531, 8.2513], [-3.2226, -12.5122, 9.7649], [-2.7536, -11.5913, 10.6486], [-0.8141, -10.0975, 12.0160], [-2.0489, -8.8368, 11.6206], [-0.7176, -8.8402, 10.6048], [-1.4119, -9.4774, 8.3847], [-2.0156, -11.3345, 6.8547], [-2.7602, -11.9069, 11.6716]], "forces_ev_per_angstrom": [[-4.003, -2.537, -0.191], [-1.541, -1.581, 0.563], [5.256, 0.736, -1.355], [-2.961, -0.273, 0.583], [0.646, 2.166, -0.781], [-0.975, -1.119, 0.417], [0.038, -0.554, -0.870], [-0.361, -0.367, 0.833], [1.118, -0.600, -1.356], [0.097, 1.441, 0.953], [-2.457, 1.523, 1.508], [0.461, -0.491, -1.006], [0.756, -1.440, 0.313], [-0.977, 1.463, 0.780], [0.446, -2.278, 0.047], [0.660, -0.647, -0.279], [0.529, -1.979, -0.409], [-0.135, 2.349, 0.575], [-1.209, -1.778, 0.722], [0.202, 0.028, -0.467], [-1.902, 0.726, 1.385], [1.176, 1.421, -0.451], [0.220, -0.590, 0.150], [-0.022, -0.449, -0.515], [-0.882, 1.574, 0.275], [0.023, 0.656, 0.109], [1.227, -0.723, -1.228], [-0.073, 0.952, -0.110], [-0.156, 0.620, -0.590], [0.376, 0.245, 0.417], [0.004, 0.209, -0.360], [0.882, -1.604, -0.141], [1.887, -0.851, -1.529], [0.425, 0.647, -0.886], [-0.855, 0.563, 3.788], [-0.926, -0.865, -3.020], [2.170, 2.127, 3.079], [1.334, -0.315, 0.194], [0.381, 1.152, -1.463], [1.058, -0.543, -0.951], [-0.691, 0.903, -1.155], [-1.358, 0.480, 0.838], [-0.152, -1.027, 0.837], [0.817, 0.298, -0.342], [-0.055, 0.103, 0.576], [-0.494, 0.227, 0.515]], "lowdin_spin": [5.285, 0.765, 0.084, 0.049, 0.082, 0.012, 0.004, -0.018, 0.001, 0.003, 0.001, 0.001, 0.000, 0.000, 0.001, 0.003, 0.000, 0.004, 0.002, 0.002, 0.016, 0.004, 0.000, 0.000, 0.000, 0.000, 0.000, 0.000, 0.000, 0.000, 0.000, 0.007, 0.001, -0.004, 0.025, 0.073, 0.586, -0.117, 0.087, 0.031, 0.000, 0.000, 0.000, 0.005, 0.004, 0.002]}